# 1
The following is a quantum chemistry calculation of an isolated molecule of C21H22N4O6, from OMol25.

As for the total charge: 0. Its energy above the lowest of the compared OMol25 structures with the same formula, charge and spin is 0.180 eV. Its gap between HOMO and LUMO is 7.9 eV.

Each line ends with the natural charge from an NBO analysis.
CARTESIAN COORDINATES (ANGSTROEM)
C: 0.879407 2.017393 -4.862578  -0.617
C: 0.885703 0.533447 -5.230887  -0.217
N: 1.550656 -0.271854 -4.235204  -0.584
C: 1.035161 -0.682032 -3.070288  0.326
C: -0.315106 -0.430529 -2.724963  -0.354
C: -0.855445 -0.858334 -1.545253  -0.035
C: -0.081560 -1.578004 -0.619571  -0.268
C: 1.238787 -1.841501 -0.921873  -0.075
C: 1.811896 -1.401160 -2.113823  -0.105
N: 3.192709 -1.676890 -2.294989  0.532
O: 3.794428 -2.231395 -1.398471  -0.376
O: 3.738197 -1.330481 -3.341679  -0.433
H: 1.848987 -2.383601 -0.214644  0.272
C: -0.605730 -1.974091 0.701725  0.804
O: -0.006740 -2.632976 1.513966  -0.594
O: -1.833166 -1.461996 0.910448  -0.522
C: -2.366087 -1.502403 2.226325  -0.184
H: -1.668818 -2.019564 2.891770  0.238
H: -3.315780 -2.044369 2.206592  0.224
C: -2.673549 -0.052922 2.642997  0.685
O: -3.727985 0.235011 3.156582  -0.566
N: -1.705730 0.849346 2.284488  -0.484
C: -0.346685 0.487684 2.293645  0.094
C: 0.215654 -0.250796 3.326687  -0.200
C: 1.551215 -0.607791 3.276043  -0.209
C: 2.343003 -0.208356 2.212055  -0.183
C: 1.809014 0.580039 1.208855  -0.262
C: 0.469735 0.936436 1.252626  0.203
N: -0.114557 1.732949 0.274877  -0.627
C: -1.301279 2.375201 0.423152  0.690
O: -1.756678 3.060332 -0.464585  -0.597
C: -1.979493 2.207974 1.801302  0.049
C: -3.466366 2.487232 1.617244  -0.608
H: -3.981425 2.506044 2.571651  0.238
H: -3.571976 3.449508 1.123035  0.237
H: -3.924837 1.729176 0.986870  0.218
C: -1.360529 3.237595 2.757575  -0.613
H: -1.510233 4.239977 2.365234  0.226
H: -1.843229 3.162943 3.729224  0.226
H: -0.293288 3.064016 2.883094  0.216
H: 0.401477 1.908450 -0.577617  0.415
H: 2.421216 0.916132 0.385046  0.218
H: 3.379070 -0.503072 2.165155  0.223
H: 1.973342 -1.201399 4.070668  0.222
H: -0.399274 -0.547634 4.162761  0.222
H: -1.886031 -0.640951 -1.314635  0.230
H: -0.934586 0.120685 -3.412044  0.225
H: 2.541728 -0.462143 -4.365363  0.437
H: 1.427827 0.393030 -6.168060  0.210
H: -0.136956 0.176187 -5.378080  0.196
H: 0.318090 2.188527 -3.947321  0.210
H: 0.421625 2.593756 -5.661251  0.217
H: 1.896890 2.372345 -4.717853  0.211

Forces on the atoms, in the same order (eV/Å):
C 0.0 -0.2 -0.1
C -0.2 0.4 0.1
N 0.6 -0.1 -0.3
C 0.2 -0.1 0.1
C 0.0 0.1 -0.1
C 0.2 -0.2 0.1
C 0.0 0.0 -0.3
C -0.1 0.0 0.0
C -1.2 0.2 0.4
N 0.7 -0.1 0.0
O 0.2 -0.1 0.0
O 0.2 0.0 -0.1
H 0.0 0.0 0.0
C 0.4 -0.3 0.2
O -0.1 0.0 -0.2
O -0.3 0.0 -0.2
C -0.1 -0.2 0.3
H -0.2 0.1 -0.1
H 0.2 0.2 0.0
C -0.1 -0.6 -0.1
O -0.1 -0.1 0.1
N 0.2 0.4 -0.2
C 0.4 -0.1 0.1
C 0.1 0.2 -0.1
C 0.0 0.0 0.1
C 0.0 0.0 0.0
C -0.1 0.1 0.1
C -0.1 -0.1 0.4
N 0.5 -0.2 -0.2
C -0.2 0.0 0.1
O -0.1 0.2 -0.1
C -0.3 0.5 0.2
C 0.1 0.1 0.0
H 0.0 0.0 0.0
H 0.1 0.0 0.0
H -0.1 0.0 0.0
C 0.0 -0.1 -0.1
H 0.0 0.1 0.0
H 0.0 0.0 0.1
H 0.1 0.0 0.0
H -0.2 0.0 0.0
H 0.1 0.0 -0.1
H 0.1 0.0 0.0
H 0.0 -0.1 0.1
H -0.1 0.0 0.1
H -0.1 0.1 0.0
H 0.0 0.1 -0.1
H -0.4 0.0 0.1
H -0.1 -0.1 0.1
H 0.1 0.0 -0.1
H -0.1 0.1 0.1
H -0.1 0.1 -0.1
H 0.1 0.0 0.0



# 2
The following is a quantum chemistry calculation of a cluster of 2 separate species, C21H22N6O4S in total, from OMol25.

As for the total charge: 0. Its energy above the lowest of the compared OMol25 structures with the same formula, charge and spin is 1.628 eV. Its gap between HOMO and LUMO is 8.7 eV.

Each line ends with the natural charge from an NBO analysis.
CARTESIAN COORDINATES (ANGSTROEM)
N: 2.334394 -6.102877 4.690195  -0.272
N: -0.270262 1.020121 -3.081156  -0.345
O: -5.384119 4.225586 -2.731178  -0.633
O: -2.145061 3.508439 -0.174229  -0.629
C: 1.371514 -5.447979 4.597227  0.255
C: 0.092552 0.205487 -2.330964  0.313
N: -0.394549 -4.161949 5.553704  -0.357
N: 0.050835 -2.566379 0.097450  -0.551
O: -1.633905 -1.602325 -0.952585  -0.633
O: 4.678150 -1.495540 -0.880951  -0.520
S: 1.847940 -3.976667 1.509422  0.290
C: -4.256438 4.593138 -2.438824  0.684
C: -1.334246 3.769514 -1.055121  0.659
C: -1.487714 -3.394920 5.445815  0.032
C: 0.194606 -4.642903 4.439504  0.049
C: -0.303940 -1.625251 -0.767020  0.576
C: 1.357685 -2.725382 0.358215  0.129
C: -2.042472 -3.066889 4.209400  -0.219
C: -1.457210 -3.551998 3.043651  -0.163
C: 0.587194 -0.774749 -1.414678  -0.340
C: 2.342792 -1.932919 -0.258290  -0.182
C: -0.324581 -4.364528 3.149851  -0.012
C: 1.954017 -0.924179 -1.152130  0.220
N: -0.030764 3.769502 -0.760396  -0.613
N: -3.201905 3.847846 -2.763367  -0.598
C: -4.060582 5.919008 -1.732410  -0.720
C: 3.811830 -2.162149 0.048790  -0.087
C: 0.309658 -4.914906 1.889207  -0.549
C: 1.082840 4.045168 -1.669147  -0.423
C: -1.785209 4.117779 -2.485469  -0.325
C: 4.333317 -0.124770 -1.095118  -0.060
C: 2.999292 -0.063295 -1.833080  -0.485
H: -1.954688 -2.326197 -0.397901  0.496
H: -1.953155 -3.015252 6.350491  0.207
H: -2.924194 -2.435942 4.168981  0.228
H: -1.873142 -3.299448 2.071748  0.224
H: 0.181373 3.541384 0.198909  0.407
H: -3.428405 2.964833 -3.192934  0.412
H: -3.451627 6.573746 -2.350088  0.213
H: -3.581574 5.746363 -0.770736  0.241
H: -5.036777 6.374569 -1.572631  0.244
H: 4.030896 -1.818458 1.065617  0.185
H: 4.038764 -3.232359 0.004133  0.219
H: 0.560559 -5.971576 2.031483  0.257
H: -0.387322 -4.872922 1.046575  0.258
H: 0.969001 5.032289 -2.120957  0.199
H: 1.122602 3.290378 -2.457166  0.208
H: 2.023017 4.021071 -1.115792  0.212
H: -1.189418 3.532073 -3.183554  0.244
H: -1.565760 5.168044 -2.669077  0.217
H: 4.261058 0.402860 -0.137735  0.165
H: 5.111314 0.366158 -1.688085  0.205
H: 2.671995 0.979263 -1.879386  0.228
H: 3.139825 -0.419912 -2.858213  0.240

Forces on the atoms, in the same order (eV/Å):
N -1.9 1.3 -0.3
N 0.6 -1.2 1.2
O 0.0 -0.2 0.0
O 0.0 0.1 -0.5
C 2.1 -1.4 0.3
C -0.5 1.3 -1.2
N 0.1 0.0 -0.1
N 1.3 0.0 0.2
O 0.2 0.7 -0.6
O -0.1 0.0 0.2
S 0.1 -0.3 -0.3
C -1.7 0.9 0.3
C -1.6 -0.3 0.6
C 0.5 -0.4 -0.8
C -1.8 1.2 -0.3
C -0.6 -1.0 0.7
C -0.8 0.1 -0.2
C 0.1 0.0 -0.1
C 0.1 -0.1 0.8
C -0.3 0.2 -0.2
C 0.3 0.2 -0.1
C 0.0 -0.2 -0.2
C 0.3 -0.6 0.4
N 1.6 0.2 -0.3
N 2.3 -0.5 0.0
C 0.1 -0.3 0.0
C 0.1 0.6 -0.5
C -0.1 0.3 0.3
C -0.5 -0.1 0.0
C -0.5 -0.3 0.1
C -0.5 -0.6 0.1
C 0.0 0.0 0.3
H -0.2 0.0 -0.1
H 0.3 -0.2 0.1
H 0.1 -0.1 0.0
H 0.2 -0.1 0.2
H -0.1 0.0 -0.1
H 0.0 0.0 0.1
H 0.2 0.2 0.1
H 0.2 0.1 0.0
H 0.1 -0.1 -0.1
H 0.0 0.0 0.1
H 0.1 0.2 -0.1
H 0.4 0.3 -0.1
H 0.2 0.2 0.1
H 0.1 0.0 0.0
H 0.1 0.1 -0.1
H -0.2 0.0 0.0
H 0.0 0.0 -0.1
H 0.1 0.1 0.0
H 0.0 0.0 0.1
H 0.0 -0.4 0.1
H -0.2 -0.1 -0.1
H -0.1 0.1 0.0



# 3
The following is a quantum chemistry calculation of an isolated molecule of C21H22N6O5, from OMol25.

As for the total charge: 0. Its energy above the lowest of the compared OMol25 structures with the same formula, charge and spin is 0.083 eV. Its gap between HOMO and LUMO is 9.1 eV.

Each line ends with the natural charge from an NBO analysis.
CARTESIAN COORDINATES (ANGSTROEM)
C: 3.719238 -5.028129 -3.063442  -0.244
H: 4.347164 -5.811124 -2.621517  0.167
O: 2.837575 -4.487291 -2.114540  -0.539
C: 1.954864 -5.436166 -1.571410  -0.062
C: 1.096767 -4.737169 -0.513682  -0.243
N: 0.407335 -3.613900 -1.090164  -0.297
C: -0.588297 -3.619288 -1.994659  0.224
N: -0.925714 -2.418192 -2.413107  -0.493
C: -0.091781 -1.582446 -1.755274  0.349
C: 0.753884 -2.295604 -0.918716  -0.074
C: 1.672522 -1.663705 -0.021786  0.664
O: 2.390814 -2.200628 0.794718  -0.600
N: 1.638052 -0.267664 -0.177965  -0.451
C: 0.893243 0.455040 -1.099324  0.815
O: 1.035989 1.659255 -1.216660  -0.662
N: -0.014189 -0.229294 -1.863176  -0.407
C: -1.009941 0.535823 -2.605000  -0.236
C: -1.925873 1.220125 -1.621257  -0.057
C: -1.925381 2.599759 -1.479744  -0.194
C: -2.719043 3.204132 -0.519908  -0.187
C: -3.509534 2.431107 0.312201  -0.216
C: -3.510453 1.052256 0.180405  -0.223
C: -2.723163 0.449024 -0.783367  -0.177
H: -2.721827 -0.626984 -0.889989  0.206
H: -4.123926 0.445143 0.830438  0.211
H: -4.121215 2.902877 1.067155  0.212
H: -2.704857 4.276727 -0.409442  0.223
H: -1.291539 3.201365 -2.112641  0.217
H: -1.546667 -0.181026 -3.228149  0.244
H: -0.493064 1.271715 -3.224462  0.228
C: 2.419731 0.520084 0.769500  -0.319
H: 2.934231 1.321613 0.236587  0.233
H: 3.129423 -0.162758 1.241246  0.269
C: 1.488460 1.087717 1.853584  0.677
O: 1.366309 0.576131 2.940617  -0.589
N: 0.818919 2.198602 1.444116  -0.625
C: -0.165069 2.845746 2.157218  0.310
N: -0.745547 3.910675 1.654120  -0.176
O: -1.670859 4.317342 2.558540  -0.281
C: -1.652933 3.494764 3.622228  0.336
C: -0.708707 2.529534 3.431335  -0.375
H: -0.423936 1.722330 4.069350  0.261
C: -2.597935 3.758285 4.734205  -0.659
H: -3.623844 3.617792 4.396402  0.231
H: -2.395483 3.079293 5.556395  0.234
H: -2.495542 4.786505 5.076076  0.234
H: 0.941890 2.523206 0.486735  0.453
H: -1.072118 -4.514588 -2.331427  0.204
H: 1.742557 -4.346084 0.275960  0.264
H: 0.376032 -5.445691 -0.096986  0.212
H: 1.316867 -5.857827 -2.366325  0.161
H: 2.509749 -6.262235 -1.101000  0.177
H: 4.346904 -4.208037 -3.404092  0.200
H: 3.174268 -5.451930 -3.916506  0.165

Forces on the atoms, in the same order (eV/Å):
C 0.0 -0.1 -0.1
H 0.0 0.0 0.0
O -0.2 0.1 0.3
C -0.1 0.0 0.1
C 0.6 -0.6 -0.1
N -0.3 0.3 -0.1
C 0.1 0.0 0.2
N -0.2 0.5 -0.3
C 0.7 -1.2 0.7
C -0.5 0.6 -0.5
C -0.2 -0.3 -0.1
O 0.1 -0.1 0.1
N 0.1 0.1 0.1
C 0.0 -0.1 -0.3
O 0.0 0.3 -0.2
N 0.1 0.2 -0.1
C -0.1 0.3 0.0
C -0.1 0.1 -0.1
C -0.1 -0.1 -0.1
C -0.1 0.0 0.0
C -0.1 0.1 0.0
C 0.0 -0.1 0.1
C 0.0 0.0 -0.1
H 0.0 -0.1 0.0
H -0.1 0.0 0.0
H 0.0 0.0 0.1
H 0.0 0.1 0.0
H 0.1 0.1 -0.1
H 0.1 0.1 0.0
H -0.1 -0.1 0.0
C 0.2 0.0 0.3
H 0.0 -0.1 0.0
H -0.2 0.2 -0.1
C 0.4 0.0 -0.4
O 0.0 -0.2 0.3
N -0.1 0.5 -0.4
C -0.7 0.5 0.6
N 1.0 -0.3 -0.8
O -0.5 0.1 0.7
C 0.5 -0.6 -0.1
C -0.4 0.4 0.0
H 0.0 -0.1 0.2
C 0.0 0.1 -0.3
H -0.1 0.0 0.0
H 0.0 0.0 0.0
H 0.0 0.0 0.1
H 0.1 -0.2 0.1
H 0.0 -0.3 0.0
H -0.2 -0.1 -0.1
H 0.1 0.1 0.0
H 0.1 0.0 0.1
H -0.1 0.0 0.0
H 0.0 -0.1 -0.1
H 0.0 0.0 0.0



# 4
The following is a quantum chemistry calculation of a cluster of 7 separate species, C21H23BF6NO20S in total, from OMol25.

As for the total charge: -1. Its energy above the lowest of the compared OMol25 structures with the same formula, charge and spin is 0.000 eV. Its gap between HOMO and LUMO is 6.1 eV.

Each line ends with the Mulliken charge.
CARTESIAN COORDINATES (ANGSTROEM)
S: 1.006971 -2.930359 -0.001810  -0.435
C: -0.279432 -3.694715 -0.544114  0.333
N: -1.287158 -4.296254 -0.808811  -0.301
C: -2.243089 -3.866997 -1.939911  -0.091
C: -3.146284 -2.734856 -1.466347  -0.324
O: -3.821896 -3.340813 -0.424374  -0.739
B: -4.173586 -4.721643 -0.985419  0.970
O: -3.164292 -4.871713 -2.115902  -0.742
H: -1.711638 -3.740467 -2.884781  0.423
H: -3.794481 -2.565265 -2.343137  0.261
H: -2.618188 -1.812841 -1.198228  0.263
H: -4.057174 -5.562151 -0.098137  -0.313
H: -5.329141 -4.707029 -1.422371  -0.288
C: 2.234621 0.466472 3.302725  -0.396
C: 2.661970 1.777856 2.677595  0.420
O: 2.439213 1.551099 1.304716  -0.355
C: 1.431454 0.622824 1.195998  0.384
O: 0.837194 0.386709 0.203381  -0.305
O: 1.227509 0.029810 2.391536  -0.166
F: 3.986422 2.038122 2.874935  -0.337
H: 3.056589 -0.251237 3.308607  0.239
H: 1.830104 0.565653 4.305050  0.176
H: 2.083285 2.646239 2.998892  0.307
C: 5.797484 5.870793 2.130865  -0.429
C: 4.737772 5.058451 2.845179  0.476
O: 3.619683 5.925611 2.802039  -0.316
C: 3.748558 6.719410 1.699742  0.653
O: 2.883061 7.375381 1.233311  -0.496
O: 5.013418 6.640191 1.217760  -0.326
F: 5.062983 4.811938 4.136882  -0.318
H: 6.312438 6.537405 2.824539  0.272
H: 6.524274 5.264818 1.597888  0.290
H: 4.484023 4.119495 2.358953  0.193
C: -2.823459 -2.408094 2.192385  -0.288
C: -2.264461 -1.008482 2.089563  0.833
O: -2.887600 -0.340488 3.188185  -0.339
C: -3.146373 -1.284564 4.126949  0.517
O: -3.399221 -1.031663 5.270888  -0.623
O: -3.037188 -2.510334 3.620049  -0.264
F: -2.604534 -0.375386 0.943634  -0.295
H: -3.765580 -2.517947 1.658553  0.285
H: -2.135762 -3.173322 1.847852  0.258
H: -1.183914 -0.945591 2.216665  -0.079
C: 1.604107 1.500133 -2.873233  -0.217
C: 2.025295 2.814103 -3.492938  0.364
O: 1.823223 2.578610 -4.872638  -0.318
C: 0.834743 1.646672 -4.988641  0.610
O: 0.259321 1.413515 -6.000090  -0.523
O: 0.609945 1.049764 -3.804130  -0.276
F: 3.336016 3.094104 -3.277739  -0.290
H: 2.431232 0.789366 -2.851468  0.225
H: 1.193254 1.598398 -1.873390  0.105
H: 1.430004 3.675410 -3.185421  0.294
C: -0.259234 -2.039646 7.567870  -0.551
C: -0.340870 -0.792652 6.711858  0.353
O: -0.013145 -1.286111 5.433369  -0.092
C: -0.393331 -2.606224 5.387357  0.570
O: -0.532587 -3.222545 4.394110  -0.445
O: -0.628723 -3.058298 6.642127  -0.355
F: 0.580518 0.144737 7.075869  -0.332
H: 0.762607 -2.207533 7.914235  0.304
H: -0.937851 -2.030053 8.415762  0.293
H: -1.326847 -0.326187 6.674951  0.268
C: -1.139792 -0.385748 -8.456191  -0.263
C: -2.072609 -1.573992 -8.557583  0.328
O: -3.326114 -0.953228 -8.777099  -0.313
C: -3.098001 0.238659 -9.394949  0.669
O: -3.926856 0.885831 -9.941181  -0.516
O: -1.789839 0.566314 -9.308682  -0.331
F: -2.120130 -2.294839 -7.416424  -0.252
H: -1.092528 0.002265 -7.438890  0.211
H: -0.133698 -0.589882 -8.810630  0.271
H: -1.862564 -2.250575 -9.388884  0.215

Forces on the atoms, in the same order (eV/Å):
S 0.1 -0.1 -0.2
C -1.0 -0.8 0.5
N 1.5 1.6 -0.7
C -1.5 -1.5 -0.3
C 0.8 0.1 -0.1
O -0.4 0.0 0.0
B -0.4 0.2 0.3
O 0.3 -0.1 0.3
H 0.5 0.2 0.3
H 0.0 0.3 0.1
H -0.1 0.0 0.2
H 0.1 0.0 -0.1
H 0.2 -0.1 -0.2
C 0.0 0.0 0.2
C 0.0 -0.2 -0.1
O -0.2 0.2 0.0
C 0.1 -0.2 0.1
O 0.1 0.2 -0.1
O -0.1 0.0 0.0
F 0.0 -0.1 0.0
H 0.1 0.1 0.0
H -0.2 0.0 -0.1
H 0.1 0.1 0.1
C 0.1 0.0 0.0
C 0.1 0.2 0.0
O -0.1 -0.2 -0.2
C 0.0 0.1 0.0
O 0.0 0.0 0.0
O 0.0 0.0 0.0
F 0.0 0.0 0.0
H 0.0 0.0 0.1
H -0.1 0.0 -0.2
H 0.1 -0.1 0.1
C 0.0 -0.1 -0.1
C 0.0 0.0 -0.2
O 0.2 0.0 0.2
C 0.1 0.0 -0.1
O 0.1 0.0 0.1
O -0.3 0.1 0.0
F -0.1 0.1 0.1
H 0.0 0.0 -0.1
H 0.0 -0.1 0.2
H 0.1 0.0 -0.1
C 0.0 0.0 0.2
C 0.1 -0.2 -0.1
O -0.2 0.2 0.0
C 0.1 -0.1 0.0
O 0.0 -0.1 0.0
O 0.0 0.1 0.0
F 0.0 0.0 0.0
H 0.1 0.1 -0.1
H -0.2 -0.1 -0.1
H 0.1 0.1 0.0
C -0.1 0.0 0.1
C -0.1 0.0 0.0
O -0.1 0.0 -0.1
C -0.2 0.1 0.0
O 0.4 -0.2 -0.1
O 0.1 0.0 0.0
F 0.1 0.0 0.0
H 0.0 0.1 0.0
H -0.1 -0.1 -0.1
H 0.0 0.1 0.0
C 0.1 0.0 0.1
C 0.0 0.1 0.2
O 0.0 -0.1 -0.3
C 0.0 0.1 0.1
O 0.0 0.0 0.0
O 0.0 0.0 0.0
F 0.0 0.0 0.0
H 0.0 -0.1 0.0
H 0.0 0.1 -0.2
H 0.0 -0.1 0.1